No. 1
47
Properties=species:S:1:pos:R:3:forces:R:3:mulliken_charge:R:1 method="wB97M-V/def2-TZVPD" e_above_lowest_kj_mol=157.8 smiles="Cc1nn(C)c(Oc2ccccc2)c1CCNS(=O)(=O)c1ccc(F)cc1" lumo_ev=0.46 energy_ev=-44192.3475 homo_ev=-8.230
C -2.4807 -3.7091 1.2046 0.0 0.1 -0.1 -1.29
C -2.6921 -2.4626 0.4199 0.0 0.4 -0.2 0.36
N -3.7877 -2.2805 -0.2966 -0.4 -0.6 0.0 -1.24
N -3.6771 -1.0758 -0.8606 0.6 0.4 0.3 0.88
C -4.6822 -0.5668 -1.7480 -0.2 0.1 -0.3 -0.85
C -2.5056 -0.4824 -0.5264 -0.2 -0.4 0.2 -0.26
O -2.2097 0.7171 -1.0791 -0.1 -0.1 -0.2 -0.40
C -1.7699 1.7435 -0.2674 0.0 0.5 0.2 0.84
C -2.0127 1.7862 1.0976 -0.1 -0.2 -0.1 -0.44
C -1.5676 2.8697 1.8334 0.0 0.0 0.0 -0.72
C -0.8987 3.9099 1.2155 0.0 0.1 0.1 -0.62
C -0.6810 3.8715 -0.1513 -0.1 0.0 0.1 -0.23
C -1.1156 2.7943 -0.8966 -0.3 -0.3 -0.1 -0.72
C -1.8294 -1.3493 0.3182 0.1 0.3 -0.1 0.70
C -0.4734 -1.2039 0.9256 0.0 -0.1 -0.3 -0.63
C 0.6300 -1.3840 -0.1265 0.0 -0.2 0.7 -0.77
N 0.7177 -0.2058 -0.9644 0.3 0.8 0.1 -0.15
S 1.6608 1.0492 -0.4366 0.4 -0.4 -0.3 1.56
O 1.6922 2.0086 -1.4972 0.2 -0.2 -0.3 -0.77
O 1.2317 1.4370 0.8706 0.2 -0.3 0.2 -0.64
C 3.3017 0.3271 -0.2823 -0.7 0.4 0.1 -0.30
C 3.7728 -0.0393 0.9643 0.0 0.0 0.0 -0.11
C 5.0231 -0.6235 1.0786 0.2 -0.1 -0.2 -0.72
C 5.7673 -0.8192 -0.0731 -0.2 0.1 0.0 0.42
F 6.9813 -1.3886 0.0283 -0.1 0.1 0.0 -0.32
C 5.3085 -0.4466 -1.3268 0.0 -0.1 0.1 -0.72
C 4.0552 0.1320 -1.4247 0.1 0.0 0.0 -0.43
H -1.5790 -4.2231 0.8744 0.0 -0.1 0.0 0.29
H -3.3355 -4.3638 1.0653 0.0 -0.1 0.0 0.38
H -2.3761 -3.4807 2.2644 0.0 -0.1 0.1 0.33
H -5.6246 -1.0521 -1.5033 0.1 0.0 0.0 0.32
H -4.7666 0.5120 -1.6187 0.0 -0.1 0.0 0.29
H -4.4270 -0.7802 -2.7887 0.0 0.0 0.0 0.27
H -2.5466 0.9789 1.5789 0.0 -0.1 0.0 0.48
H -1.7466 2.8948 2.8983 0.0 0.0 0.1 0.41
H -0.5459 4.7474 1.7980 0.0 0.1 0.0 0.40
H -0.1568 4.6771 -0.6419 0.1 0.1 0.0 0.40
H -0.9415 2.7437 -1.9589 0.0 0.0 -0.1 0.34
H -0.3446 -0.2158 1.3710 0.0 -0.2 0.1 0.13
H -0.3493 -1.9629 1.6997 0.0 0.0 0.1 0.61
H 0.4075 -2.2505 -0.7534 0.1 0.1 0.0 0.59
H 1.5925 -1.5571 0.3749 -0.1 -0.1 -0.1 0.18
H 0.8127 -0.3567 -1.9531 0.1 0.1 -0.2 0.30
H 3.1569 0.1548 1.8282 0.0 0.0 0.2 0.52
H 5.4243 -0.9215 2.0342 0.1 0.0 0.1 0.45
H 5.9282 -0.6086 -2.1942 0.1 0.0 -0.1 0.44
H 3.6592 0.4555 -2.3742 0.0 0.0 -0.2 0.43

No. 2
50
Properties=species:S:1:pos:R:3:forces:R:3:mulliken_charge:R:1 method="wB97M-V/def2-TZVPD" charge=+2 lumo_ev="-8.03 / -8.03" energy_ev=-57000.3609 homo_ev="-13.686 / -13.686"
Ir 0.1615 -0.5635 0.3652 0.5 0.7 1.2 1.90
O 2.2646 -0.9327 1.1179 -3.2 1.4 0.3 -0.72
N 3.0462 -1.7598 0.4849 0.7 -1.5 -1.7 0.24
C 4.2505 -2.0150 1.0224 0.5 -0.1 0.4 -0.19
C 5.1134 -2.9159 0.4515 -0.2 0.0 -0.1 -0.69
C 4.7376 -3.5767 -0.7145 0.0 0.3 0.1 -0.24
C 3.5265 -3.2692 -1.2904 -0.2 0.1 0.2 -0.93
C 2.6743 -2.3476 -0.6802 0.4 0.0 0.7 0.94
S 1.1547 -1.9481 -1.3983 -1.6 1.3 1.1 -0.42
H 4.4699 -1.4744 1.9308 -0.1 0.0 0.0 0.44
H 6.0648 -3.1051 0.9172 0.1 0.0 0.1 0.43
H 5.3879 -4.3037 -1.1688 0.1 -0.1 -0.1 0.44
H 3.2107 -3.7369 -2.2070 -0.1 -0.1 -0.1 0.41
N 1.2743 1.7374 2.6147 0.0 -0.4 0.5 -0.28
C 0.9737 2.3090 1.4502 -0.1 0.9 -0.1 0.43
N 0.8242 1.6501 0.3275 -0.1 -2.2 0.2 -0.35
C 0.5777 2.4864 -0.7305 -0.3 1.4 -0.9 -0.19
C 0.4889 2.1117 -2.0690 -0.1 0.0 0.4 -0.20
C 0.2810 3.0937 -3.0166 0.0 0.4 0.0 -0.87
C 0.1343 4.4365 -2.6495 0.0 -0.3 -0.2 -0.58
C 0.2186 4.8251 -1.3285 0.1 -0.1 0.2 -0.48
C 0.4599 3.8517 -0.3734 0.0 -0.8 -0.5 0.67
S 0.7061 4.0529 1.3365 0.2 -0.9 0.1 -0.21
H 1.5979 0.7767 2.6166 0.1 0.3 0.1 0.10
H 1.4599 2.3155 3.4192 0.0 -0.2 0.0 0.25
H 0.5886 1.0674 -2.3345 0.1 0.0 -0.1 0.44
H 0.2544 2.8400 -4.0642 -0.1 -0.1 -0.1 0.45
H -0.0487 5.1810 -3.4081 0.0 0.1 -0.1 0.42
H 0.1204 5.8579 -1.0411 0.0 0.2 0.0 0.44
C -2.6696 0.0127 -2.1509 -0.1 0.0 -0.1 -1.16
C -2.7592 0.5712 -0.7836 0.1 -0.3 -0.6 0.20
N -1.8698 0.4138 0.1820 1.4 -1.0 -0.5 0.34
C -2.3579 1.0570 1.2903 -0.3 0.2 0.4 -0.46
C -3.5615 1.6094 0.9820 0.4 -0.1 0.5 -0.75
N -3.7981 1.2912 -0.3235 0.3 -0.2 -0.1 0.04
H -1.7666 -0.5876 -2.2502 0.0 0.0 0.0 0.06
H -2.6471 0.8098 -2.8935 0.1 0.0 0.0 0.37
H -3.5389 -0.6121 -2.3607 0.0 0.0 0.0 0.43
H -1.8285 1.0459 2.2231 0.0 0.1 0.2 0.44
H -4.2533 2.1767 1.5672 -0.1 0.1 0.2 0.44
H -4.6258 1.5447 -0.8401 0.1 0.0 -0.1 0.21
N -2.0283 -2.8411 0.5673 -0.1 -0.2 -0.3 0.08
C -2.9805 -3.4067 1.3215 0.1 0.1 0.4 -0.12
C -2.7049 -3.0743 2.6306 0.0 0.0 -0.2 -0.79
C -1.5479 -2.3012 2.5756 0.2 0.0 0.0 -0.35
N -1.1392 -2.1765 1.3173 1.4 1.0 -1.5 -0.26
H -1.8973 -2.9323 -0.4290 0.1 0.0 0.1 0.20
H -3.7691 -4.0041 0.9066 -0.1 -0.1 -0.2 0.48
H -3.2443 -3.3666 3.5048 -0.2 -0.1 0.2 0.43
H -0.9880 -1.8750 3.3842 0.1 0.2 0.1 0.52

No. 3
43
Properties=species:S:1:pos:R:3:forces:R:3:mulliken_charge:R:1 method="wB97M-V/def2-TZVPD" e_above_lowest_kj_mol=1542.6 lumo_ev=-0.36 energy_ev=-27088.4628 homo_ev=-7.716
C 1.8068 0.7489 -4.8126 4.6 2.5 1.1 -1.66
C 2.0648 0.2953 -3.3657 4.3 0.5 -2.1 0.83
C 1.1684 0.2999 -2.2631 8.1 -1.1 -8.5 -1.51
C 1.5452 -0.0294 -1.1117 3.3 -1.4 2.5 1.27
C 2.8110 -0.5133 -0.9503 3.9 0.9 1.3 0.32
C 3.8828 -0.3729 -1.9255 -0.6 -1.0 -0.1 0.75
C 3.5264 0.0781 -3.2663 -3.9 -2.1 6.5 -1.40
H 4.2650 -0.2548 -3.9014 1.1 0.5 -2.5 0.36
C 5.3439 -0.9446 -1.5565 0.0 6.5 -0.4 -1.44
H 5.2602 -1.8246 -1.0804 -0.2 -3.1 1.7 0.42
H 5.9368 -0.1188 -0.7558 -1.8 -2.5 -2.4 0.22
H 5.9849 -1.0235 -2.4472 -0.3 0.1 0.3 0.39
C 3.1528 -0.7887 0.4735 5.2 6.0 3.5 -0.94
C 2.5157 0.2932 1.6262 -3.8 -12.3 2.1 -1.40
C 0.9883 -0.0714 1.3426 1.5 9.9 -2.0 -1.00
C 0.6274 0.1105 -0.1301 -7.9 -3.2 3.2 0.50
N -0.7258 -0.1081 -0.6250 6.6 1.5 1.7 -1.01
N -1.7152 -0.1291 0.2445 -3.4 -0.4 3.5 0.30
C -2.1668 0.5697 1.4360 9.7 5.7 -4.3 0.31
O -1.3867 1.6574 1.7688 -4.5 -5.5 -0.5 -0.70
C -3.4560 0.2560 1.7841 5.0 3.8 10.7 0.89
C -4.3860 0.0513 1.0503 -12.7 -6.6 -9.0 -0.42
C -5.7262 -0.2748 1.6699 1.8 1.2 -4.1 -0.69
C -5.9178 0.0523 2.9480 -3.4 -4.1 -0.1 0.92
C -4.8870 0.0933 3.8670 0.7 4.6 1.6 -0.66
C -3.7868 0.5717 3.2282 -2.4 -4.3 -3.8 -0.87
H -3.0100 0.9600 3.6172 5.3 2.7 3.6 0.75
H -5.1010 0.4739 4.9340 0.4 -1.2 -1.6 0.28
O -7.1531 -0.2281 3.4442 -2.4 -0.2 0.7 -0.56
H -7.8926 -0.5672 2.8358 2.3 1.0 0.8 0.33
H -6.5626 -0.7166 1.0437 1.2 0.9 0.8 0.17
H -4.4062 -0.3607 -0.0873 0.6 1.6 2.5 0.20
H -2.4456 -0.7772 -0.0604 0.5 0.3 -0.1 0.28
H 0.3989 0.8469 1.7350 0.4 -1.7 0.2 0.51
H 0.6746 -0.8736 1.7714 -2.1 -5.3 2.5 0.63
H 2.8284 0.1226 2.7800 -0.6 0.2 -3.0 0.28
H 2.7214 1.1183 1.2931 2.2 9.2 -3.1 0.73
H 4.3571 -0.3132 0.8281 -2.9 -2.4 -1.8 0.11
H 3.0292 -1.7084 0.8823 -0.2 -3.0 0.8 0.46
H 0.4121 0.6988 -2.5606 -9.5 4.3 -2.3 0.92
H 2.0025 0.0191 -5.5455 1.1 -1.3 -0.6 0.37
H 2.5695 1.7796 -5.1470 -2.7 -3.1 1.1 0.22
H 0.8513 0.9021 -5.0113 -4.5 1.7 -0.6 0.54

No. 4
44
Properties=species:S:1:pos:R:3:forces:R:3:mulliken_charge:R:1 method="wB97M-V/def2-TZVPD" e_above_lowest_kj_mol=1500.5 lumo_ev=0.31 energy_ev=-37923.9574 homo_ev=-7.845
C -0.8579 0.5175 3.3817 -5.7 -1.7 0.2 -0.94
H -1.4325 1.5004 3.5022 1.3 -1.2 -0.3 0.31
H -1.1621 -0.1298 4.3358 1.2 1.3 -2.1 0.29
H 0.1452 0.5925 3.1417 2.0 0.3 0.0 0.38
C -1.6009 -0.2840 1.9278 10.9 -1.2 3.8 -1.20
N -1.2727 0.5142 0.8472 1.7 -0.8 0.5 0.41
C -0.1127 0.3200 0.0382 -2.7 -3.6 6.2 -1.19
C -0.1633 0.6693 -1.1719 2.5 3.8 -6.1 1.16
C 1.0539 0.4064 -1.9693 -2.5 1.5 -1.8 0.44
C 1.1168 0.4971 -3.3328 9.1 -3.1 6.9 -1.65
C 2.4995 0.1479 -3.6053 -6.4 1.0 -14.8 -0.67
C 3.3960 0.0124 -2.7647 4.1 0.0 3.0 -0.02
S 2.5916 0.3620 -1.4323 1.2 0.1 8.4 -0.17
H 4.4357 0.0400 -2.7508 1.4 -0.4 -0.4 0.54
H 2.6470 0.1025 -4.8920 0.2 -0.1 3.7 0.04
H 0.4204 0.6181 -3.9154 -7.0 1.1 -6.2 1.00
C -1.0790 1.8473 -1.7681 -2.3 -7.1 11.4 0.34
O -0.9500 2.2778 -2.7876 0.6 4.0 -7.5 -0.47
C -2.3049 2.0044 -0.6291 7.4 -0.6 -2.1 0.23
C -3.0203 3.0503 -1.0078 -4.2 -0.2 1.9 -0.98
C -4.1393 3.2997 -0.3091 -0.6 3.5 3.4 -0.49
C -4.0417 2.7877 1.1297 -8.1 4.5 -2.9 -0.45
C -3.2839 1.8171 1.5236 3.4 -3.8 1.7 -0.89
C -2.1251 1.4935 0.6573 -4.3 1.5 -2.0 1.55
H -3.5688 1.1676 2.4240 0.8 1.6 -1.2 0.15
H -5.0822 3.1121 1.7103 3.1 -1.1 -1.0 0.19
H -4.8337 4.2251 -0.7156 1.4 -2.7 1.7 0.24
H -3.0556 3.3651 -1.9432 0.8 1.5 -4.3 0.50
N 0.7442 -0.7324 0.5644 1.5 3.5 2.5 0.33
C 0.7496 -1.9186 -0.0362 -0.8 -5.6 -1.3 0.11
O -0.0771 -2.4449 -0.8347 1.1 2.9 1.4 -0.69
C 1.7979 -3.0005 0.3980 5.7 12.5 -2.6 0.27
C 2.6870 -2.3147 1.6483 0.6 -5.2 -5.8 -2.18
H 3.4782 -3.0221 1.7559 0.4 -0.8 1.1 0.46
H 2.1550 -2.0827 2.4255 -3.3 0.2 4.8 0.66
H 3.1901 -1.4814 1.4602 2.1 3.9 -1.9 0.63
C 2.5858 -3.4282 -0.7776 11.9 5.6 10.9 -1.36
H 3.5493 -3.9410 -0.2863 -2.5 -0.8 -1.5 0.27
H 2.0931 -3.7017 -1.4755 -5.5 -4.0 -9.2 0.72
H 3.4144 -2.5323 -0.9411 -2.8 -1.3 -0.8 0.10
H 1.3683 -3.6163 0.8796 -6.2 -8.7 5.6 0.78
H 1.5077 -0.4647 1.4232 -3.0 -1.2 -3.8 0.25
H -0.9569 -1.2763 1.9650 -2.0 1.9 -0.5 0.10
H -2.5061 -0.3761 2.2066 -6.4 -0.9 1.0 0.90